# 1
An isolated ion of composition C5H6NOS2 and charge -1 at a distorted geometry. Source: the OMol25 dataset; level of theory: ωB97M-V with the def2-TZVPD basis set.

XYZ file:
```
15
Properties=species:S:1:pos:R:3:forces:R:3
O -0.836368 2.168304 1.867949 0.90 -0.20 -2.12
N -0.379004 1.469540 0.942992 -1.43 0.82 3.46
C -0.347756 0.082235 1.420375 2.35 1.93 4.13
C -0.498711 -0.851281 0.349369 -1.19 -1.05 -1.57
C 0.233799 -0.250318 -0.820379 0.54 -1.43 -0.05
C -0.512427 0.221032 -1.884013 1.10 0.44 -1.50
S -2.087871 0.029551 -2.203567 -2.09 -0.11 -0.10
C 1.606681 -0.292173 -0.774515 1.37 0.57 -0.96
S 2.484875 -0.755318 0.549414 1.19 -0.75 0.68
H -0.981062 0.082437 2.381307 0.65 -0.52 -1.56
H 0.790870 -0.052303 1.770663 -2.00 0.59 -0.46
H -0.196894 -1.893737 0.666734 -0.40 1.07 -0.67
H -1.535297 -0.699214 0.052597 -0.39 -1.32 -0.05
H -0.057165 0.776331 -2.714707 0.80 -0.22 0.58
H 2.316331 -0.035086 -1.604217 -1.41 0.18 0.20
```
Forces are in eV/Å.

Calculated values
SMILES string: O=NCC/C(C=S)=C\[S-]
Net charge: -1
Relative energy (zero: lowest compared OMol25 entry of this formula, charge and spin): 339.5 kJ/mol

These are the Löwdin partial charges, in e, on atoms 1 to 4: atom 1 (O): -0.085, atom 2 (N): 0.000, atom 3 (C): -0.322, atom 4 (C): -0.268

---

# 2
C22H24AlClI2NO3PS2 as an isolated structure at a distorted geometry. Source: the OMol25 dataset; level of theory: ωB97M-V with the def2-TZVPD basis set.

XYZ file:
```
57
Properties=species:S:1:pos:R:3:forces:R:3
Al -0.248368 0.060050 1.007316 -0.26 -0.35 -0.96
I 0.646429 -3.072014 5.034276 0.26 -0.60 -0.35
C 0.075633 -1.131279 4.839861 -0.42 2.28 -0.32
C -0.207868 -0.430720 6.058818 0.25 -1.08 0.06
C -0.768402 0.808994 6.067785 0.39 0.36 -0.37
I -1.552354 1.443010 7.883715 0.04 0.43 0.04
C -0.825911 1.578639 4.856587 0.24 -1.71 -0.27
C -1.192702 2.893576 4.722135 0.09 1.75 -1.51
C -1.198060 3.450539 3.425448 -0.55 1.51 1.53
C -0.928309 2.774191 2.271175 0.39 -2.68 -0.07
N -0.520484 1.497381 2.358493 -0.45 0.07 2.31
C -0.443178 0.919993 3.640328 -0.66 1.13 -0.93
C -0.069155 -0.438068 3.609690 1.06 -2.17 0.89
O 0.211157 -0.994805 2.442680 -0.44 0.71 0.02
H 0.033133 -0.941917 7.022671 -0.56 0.39 -0.98
H -1.392563 3.514545 5.596284 -0.14 -0.18 -0.29
H -1.422114 4.493617 3.240746 -0.24 0.10 0.59
H -1.123797 3.159667 1.275575 0.36 0.15 0.14
Cl -3.795732 -5.493013 -1.732098 0.08 -0.68 -0.18
C -3.126500 -4.032499 -1.122410 -0.25 1.12 0.01
C -2.644967 -3.074368 -2.029558 -0.95 -0.96 -1.11
C -2.473283 -1.779659 -1.623703 0.81 1.36 -0.15
C -2.513161 -1.448198 -0.270717 0.09 0.15 0.77
C -2.174307 -0.135767 0.354643 0.09 0.01 0.70
C -2.838568 -2.438694 0.641048 -0.36 -1.67 -0.05
C -3.279853 -3.707977 0.218282 0.94 -0.06 0.28
H -2.580038 -3.335642 -3.109672 -0.04 0.15 0.96
H -2.221246 -0.968667 -2.340731 -0.26 -1.01 0.50
H -2.834691 -0.094663 1.250099 0.47 0.38 -0.35
H -2.430856 0.726175 -0.255477 -0.02 0.14 -0.26
H -2.701072 -2.285894 1.711442 -0.36 0.25 -0.20
H -3.602999 -4.480226 0.937496 0.11 0.58 -0.46
C 0.372005 -1.328045 -4.026365 -1.51 -0.65 -1.38
C 0.348462 0.146305 -3.824258 1.72 0.97 1.02
C -0.834754 0.877315 -3.266251 -1.59 0.41 -0.42
O 1.510943 0.418444 -2.858369 0.16 0.07 -1.13
P 1.695047 0.246802 -1.314322 -0.83 0.28 1.18
S 0.948043 -1.440111 -0.520479 0.25 0.40 -0.20
S 0.800596 1.785026 -0.307063 0.20 -0.33 -0.19
O 3.234023 0.332648 -1.018553 1.22 0.56 -0.85
C 4.347114 1.114759 -1.760293 -0.78 -0.96 0.91
C 3.849375 2.443851 -2.260114 0.00 0.80 -0.46
C 4.819644 0.165459 -2.831593 -0.65 0.10 0.60
H -0.331688 -1.552764 -4.869785 0.64 0.17 0.32
H -0.052238 -1.910930 -3.213500 0.51 0.07 0.37
H 1.382361 -1.624442 -4.337135 -0.38 -0.14 0.31
H 0.704056 0.633150 -4.755292 -0.13 -0.15 0.63
H -1.078473 0.613438 -2.234613 0.33 -0.04 -0.15
H -1.750655 0.645186 -3.856865 0.59 0.03 0.17
H -0.739650 1.983152 -3.303563 0.32 -0.72 -0.01
H 5.110159 1.200562 -0.961784 -0.55 0.15 -0.43
H 2.860290 2.356589 -2.712221 0.17 -0.14 -0.16
H 4.526430 2.880323 -3.035974 -0.36 -0.47 0.67
H 3.733258 3.178700 -1.466260 0.15 -0.05 0.15
H 3.954954 -0.219160 -3.338500 -0.42 -0.14 -0.43
H 5.314804 -0.667904 -2.367873 0.46 -0.33 -0.01
H 5.420080 0.685337 -3.541204 0.77 0.23 -0.49
```
Forces are in eV/Å.

These are the Löwdin partial charges, in e, on atoms 1 to 4: atom 1 (Al): -0.175, atom 2 (I): 0.981, atom 3 (C): -0.676, atom 4 (C): -0.256

---

# 3
C27H37N9O13S3Y as an isolated structure at a distorted geometry. Source: the OMol25 dataset; level of theory: ωB97M-V with the def2-TZVPD basis set.

XYZ file:
```
90
Properties=species:S:1:pos:R:3:forces:R:3
Y -1.306168 -0.447787 0.252240 0.47 -2.11 0.44
O -0.889268 -2.008087 -1.852260 -0.08 0.19 0.23
C -1.946468 -2.936587 -2.018960 -0.13 -0.42 0.19
C -1.977768 -3.792587 -0.748360 0.11 0.32 -0.55
N -2.203768 -2.945387 0.426140 -0.28 -0.25 0.11
C -1.448368 -3.460887 1.570140 0.59 0.06 -0.06
C 0.062032 -3.143287 1.371940 -0.40 -0.82 0.26
O 0.896532 -3.998087 1.626940 0.07 -0.16 0.11
O 0.295932 -1.968787 0.941840 -0.01 0.36 -0.28
C -3.616568 -2.831387 0.773640 -0.09 0.43 0.42
C -3.803268 -1.655387 1.790240 -0.60 -1.23 -0.10
O -4.675368 -1.752687 2.637740 -0.13 0.03 0.01
O -2.994168 -0.689287 1.638940 0.20 0.48 0.16
H -0.966868 -1.277487 -2.499460 0.06 0.07 -0.04
H -1.760668 -3.571487 -2.901560 -0.11 0.12 0.22
H -2.908368 -2.418287 -2.141060 0.14 -0.06 -0.07
H -1.000168 -4.271487 -0.642460 -0.09 -0.02 -0.04
H -2.746168 -4.575687 -0.835760 0.12 0.04 0.04
H -1.602468 -4.539987 1.713740 0.07 0.14 -0.01
H -1.772968 -2.944887 2.477640 -0.04 -0.04 -0.02
H -4.022068 -3.754987 1.217040 0.08 0.15 -0.08
H -4.194968 -2.595387 -0.123360 0.00 0.00 -0.02
C 2.295932 1.685613 -1.906860 -0.05 -0.31 0.04
C 1.090132 1.241413 -1.144060 0.51 -1.01 -0.03
N 0.882332 0.028413 -0.765160 0.43 -0.05 -0.02
O 1.870532 -0.923387 -1.029960 -0.11 0.34 -0.06
C 0.075932 2.187213 -0.735260 -0.48 0.77 0.19
C 0.174732 3.636913 -1.105360 -0.25 -0.28 0.16
N -0.900268 1.694413 -0.012960 0.81 2.41 -0.58
O -1.835768 2.436413 0.470540 -0.03 -0.25 0.00
H 2.937132 0.828713 -2.095360 0.07 0.06 -0.01
H 2.846032 2.444513 -1.354060 0.05 0.10 0.07
H 1.954932 2.106813 -2.849960 0.13 0.08 0.05
H 1.565632 -1.679187 -0.480660 -0.08 0.35 -0.02
H 0.112632 3.740113 -2.188060 0.06 0.10 -0.05
H 1.113332 4.075713 -0.762160 0.06 0.08 -0.01
H -0.660768 4.158613 -0.642960 0.01 0.03 0.01
N -0.169568 -2.334887 -8.716360 0.02 -0.14 -0.22
C -0.340968 -1.580387 -7.572460 -0.02 0.31 0.25
C 0.741832 -0.923487 -6.982560 -0.11 -0.12 -0.08
C 0.541532 -0.069487 -5.915260 0.00 0.05 0.07
C -0.735268 0.135113 -5.429160 0.04 0.43 0.45
C -1.810668 -0.540687 -5.971960 -0.05 -0.06 -0.08
C -1.617568 -1.397387 -7.034560 0.02 -0.03 0.03
S -1.067968 1.363513 -4.180260 0.29 -0.43 -0.14
O -2.171568 2.153713 -4.679660 0.10 -0.08 -0.05
O 0.164932 2.078613 -3.963060 0.00 -0.29 0.02
N -1.472368 0.494713 -2.877460 1.20 0.35 -0.93
C -2.706868 0.553113 -2.414060 -1.12 0.24 -0.29
S -4.052068 1.276813 -3.277160 -0.80 -0.13 0.71
C -5.098668 0.761913 -1.985360 0.31 -0.15 -0.16
C -4.398568 0.133113 -1.025360 -0.54 0.06 -0.11
N -3.054168 -0.012087 -1.268460 -0.06 0.21 -0.41
H 0.767432 -2.656887 -8.892360 -0.11 -0.14 -0.04
H -0.902368 -2.994087 -8.926160 0.20 -0.03 0.00
H 1.735032 -1.069387 -7.384260 0.09 -0.01 -0.02
H 1.361932 0.458813 -5.456360 0.13 0.07 0.00
H -2.794468 -0.363687 -5.564660 -0.20 -0.03 -0.04
H -2.460668 -1.910887 -7.472460 -0.11 -0.07 -0.08
H -6.148068 0.966713 -2.019360 -0.26 0.09 0.13
H -4.806168 -0.238887 -0.100760 -0.02 0.02 0.08
C 5.807932 3.846813 4.931340 0.07 0.00 0.19
C 4.844532 2.813513 4.390040 -0.19 -0.51 0.57
S 4.518432 1.624813 5.744640 -0.02 -0.26 -0.61
O 3.995432 2.361613 6.861040 -0.43 0.24 0.11
O 5.714932 0.858013 5.951740 0.20 -0.23 -0.24
C 3.211432 0.520313 5.102840 0.48 0.73 0.27
C 1.898332 1.286013 5.141840 0.24 0.42 0.32
N 0.866832 0.661913 4.346240 -0.16 -0.24 -0.07
C 0.721132 0.770313 3.004740 0.03 0.05 0.13
N -0.386368 0.179413 2.584340 -0.03 0.17 0.06
C -0.990668 -0.332487 3.675540 0.18 0.09 0.93
C -0.226168 -0.059887 4.793140 -0.37 0.05 -1.40
N -0.436068 -0.490587 6.108140 -0.23 -0.31 0.60
O 0.461932 -0.320387 6.928740 0.01 -0.06 0.07
O -1.496768 -1.032287 6.358540 0.11 0.09 -0.06
C 1.675832 1.482113 2.124240 -0.01 0.04 0.00
H 6.014232 4.618113 4.192440 -0.01 -0.02 -0.06
H 6.738532 3.364413 5.217940 0.14 0.06 0.01
H 5.375232 4.308313 5.815640 0.05 0.14 0.04
H 5.265732 2.244013 3.567340 -0.05 -0.11 -0.12
H 3.901032 3.269813 4.106340 -0.15 -0.04 -0.08
H 3.188832 -0.353887 5.749540 0.10 -0.03 0.08
H 3.506132 0.223313 4.098840 0.05 -0.04 -0.08
H 2.047632 2.305013 4.775440 -0.15 -0.10 0.01
H 1.562832 1.347213 6.178440 0.04 0.10 -0.37
H -1.939468 -0.831787 3.636640 -0.10 -0.09 -0.02
H 2.521832 1.882113 2.674340 0.05 0.03 0.02
H 1.153332 2.292613 1.616540 0.03 0.04 -0.03
H 2.037632 0.795213 1.360240 0.02 -0.04 -0.02
```
Forces are in eV/Å.

Calculated values
Net charge: -1

These are the Löwdin partial charges, in e, on atoms 1 to 4: atom 1 (Y): 1.530, atom 2 (O): -0.131, atom 3 (C): -0.216, atom 4 (C): -0.147

---

| no. | frontier orbital gap (Ha) |
| --- | --- |
| 1 | 0.255 |
| 2 | 0.247 |
| 3 | 0.239 |